A | CH4F2Si | ωB97M-V/def2-TZVPD

Each line ends with the Mulliken charge.
Positions of all 8 atoms, in Å:
C (-0.26, 0.09, 0.45)  -0.816
F (2.48, -1.49, 0.10)  -0.499
F (2.02, 1.43, 0.35)  -0.239
Si (1.43, 0.16, -0.40)  0.793
H (-0.59, -0.97, 0.72)  0.280
H (-0.09, 0.71, 1.42)  0.244
H (-1.18, 0.46, -0.13)  0.306
H (1.79, 0.73, -1.67)  -0.069

HOMO (eV): -12.16
SMILES string: C[SiH](F)F
Gap between HOMO and LUMO (eV): 12.62

B | CH4F2Si | ωB97M-V/def2-TZVPD

Each line ends with the Mulliken charge.
Positions of all 8 atoms, in Å:
C (-1.36, -0.56, -0.40)  -0.148
F (-1.82, 0.49, 0.37)  -0.269
F (1.48, 0.38, -0.18)  -0.125
Si (2.96, 0.68, 0.49)  0.144
H (-1.92, -0.61, -1.38)  0.197
H (-0.24, -0.47, -0.53)  0.084
H (-1.46, -1.46, 0.24)  0.178
H (2.35, 1.54, 1.38)  -0.060

HOMO (eV): -9.43
Gap between HOMO and LUMO (eV): 8.58

In terms of stability, A leads; the second structure lies 2.844 eV higher.

A | C10H10N | ωB97M-V/def2-TZVPD

Each line ends with the Mulliken charge.
Positions of all 21 atoms, in Å:
C (1.60, 0.02, -3.82)  -0.101
C (1.29, 0.27, -2.69)  -0.558
C (-2.84, -1.01, 1.28)  -0.444
C (-2.78, 0.22, 0.70)  -0.446
C (-1.75, -1.85, 1.28)  -0.446
C (-1.57, 0.76, 0.21)  -0.418
C (-0.57, -1.36, 0.58)  -0.481
C (-0.42, -0.08, 0.25)  0.407
C (2.15, -0.09, 0.18)  -0.434
C (0.85, 0.28, -0.34)  0.303
N (1.75, 1.34, 0.03)  -0.185
H (2.21, -0.24, -4.59)  0.403
H (-3.56, -1.33, 1.91)  0.475
H (-3.65, 0.94, 0.74)  0.308
H (-1.76, -2.86, 1.74)  0.384
H (-1.51, 1.82, -0.04)  0.385
H (0.29, -1.95, 0.67)  0.424
H (2.31, -0.34, 1.22)  0.329
H (2.84, -0.41, -0.55)  0.366
H (1.38, 1.84, 0.83)  0.355
H (2.34, 1.98, -0.65)  0.375

HOMO (eV): -13.29
Total charge: +1
Gap between HOMO and LUMO (eV): 7.52

B | C10H10N | ωB97M-V/def2-TZVPD

Each line ends with the Mulliken charge.
Positions of all 21 atoms, in Å:
C (-0.27, -0.79, -2.67)  -0.552
C (-0.51, 0.63, -2.56)  -0.427
C (-0.17, -1.58, -1.54)  -0.410
C (-0.47, 1.23, -1.27)  -0.728
C (-0.31, -1.10, -0.19)  -0.104
C (-0.32, 0.38, -0.10)  1.306
C (0.28, -1.58, 0.99)  0.279
C (0.82, -2.48, 2.06)  -0.376
C (-0.28, 1.09, 1.15)  0.060
C (0.10, 2.42, 1.30)  -0.996
N (0.91, -1.00, 1.94)  -0.377
H (-0.08, -1.27, -3.61)  0.423
H (-0.67, 1.36, -3.42)  0.344
H (-0.12, -2.66, -1.59)  0.403
H (-0.69, 2.30, -1.21)  0.255
H (-0.02, -2.95, 2.66)  0.196
H (1.74, -3.02, 2.21)  0.277
H (-0.92, 0.65, 1.91)  0.481
H (1.12, 2.32, 1.87)  0.299
H (-0.53, 3.14, 1.78)  0.340
H (0.38, 2.90, 0.28)  0.308

HOMO (alpha / beta) (eV): -13.45 / -13.45
Total charge: +1
Gap between HOMO and LUMO (alpha / beta) (eV): 7.35 / 7.35

In terms of stability, B leads; the second structure lies 3.272 eV higher.

A | C5H9P | ωB97M-V/def2-TZVPD

Each line ends with the Mulliken charge.
Positions of all 15 atoms, in Å:
C (1.25, 1.89, 1.52)  -0.631
C (-1.27, -0.45, -2.15)  -0.705
C (-0.73, -1.06, 0.28)  -0.778
C (-0.53, -1.11, -1.26)  -0.186
C (1.37, 0.88, 0.62)  -0.277
P (1.06, -0.95, 0.98)  -0.002
H (0.72, 1.72, 2.41)  0.263
H (1.47, 2.84, 1.15)  0.290
H (-2.26, 0.05, -1.91)  0.235
H (-0.97, -0.48, -3.18)  0.265
H (-1.12, -0.16, 0.66)  0.361
H (-1.15, -1.88, 0.71)  0.479
H (0.22, -1.79, -1.65)  0.345
H (1.52, 1.17, -0.41)  0.346
H (0.41, -0.67, 2.24)  -0.005

HOMO (eV): -9.09
SMILES string: C=CCPC=C
Gap between HOMO and LUMO (eV): 10.24

B | C5H9P | ωB97M-V/def2-TZVPD

Each line ends with the Mulliken charge.
Positions of all 15 atoms, in Å:
C (-1.05, 1.67, 0.03)  -1.045
C (0.96, -0.39, -1.83)  -0.465
C (1.26, 0.13, -0.45)  -0.399
C (0.03, -1.24, -0.90)  -0.337
C (-0.68, -0.38, 1.86)  -1.098
P (-0.39, 0.15, 0.20)  0.741
H (-2.07, 2.02, 0.31)  0.242
H (-0.62, 2.27, -0.77)  0.244
H (0.53, 0.33, -2.41)  0.236
H (1.75, -0.98, -2.37)  0.258
H (2.07, -0.38, 0.15)  0.270
H (0.54, -2.24, -0.52)  0.248
H (-1.72, -0.79, 2.04)  0.300
H (0.05, -0.82, 2.39)  0.461
H (-0.65, 0.67, 2.29)  0.343

HOMO (eV): -7.53
SMILES string: C=[P@]1(C)[C@@H]2C[C@@H]21
Gap between HOMO and LUMO (eV): 8.45

In terms of stability, A leads; the second structure lies 2.523 eV higher.

A | C5H8N2S | ωB97M-V/def2-TZVPD

Each line ends with the Mulliken charge.
Positions of all 16 atoms, in Å:
C (-0.84, 1.20, -1.52)  -1.550
C (0.10, 0.22, -0.87)  0.926
C (1.12, -0.20, -1.60)  -0.880
C (-1.29, 0.07, 1.17)  -0.106
C (1.21, -1.24, 2.04)  -0.274
H (-0.94, 2.13, -0.98)  0.386
H (-1.89, 0.78, -1.60)  0.339
H (-0.49, 1.48, -2.54)  0.321
H (1.81, -0.96, -1.27)  0.303
H (1.31, 0.19, -2.56)  0.263
H (-1.86, 0.82, 0.62)  0.248
H (0.85, -0.47, 2.74)  0.256
H (2.01, -1.94, 2.41)  0.254
N (-0.13, -0.27, 0.47)  0.463
N (0.75, -1.34, 0.86)  -0.616
S (-1.72, -0.49, 2.63)  -0.336

HOMO (eV): -8.39
SMILES string: C=NN(C=S)C(=C)C
Gap between HOMO and LUMO (eV): 8.65

B | C5H8N2S | ωB97M-V/def2-TZVPD

Each line ends with the Mulliken charge.
Positions of all 16 atoms, in Å:
C (-3.61, -0.58, -0.11)  -0.240
C (-0.26, -0.31, 0.05)  0.235
C (0.32, 0.98, 0.09)  -0.285
C (1.82, 0.75, -0.36)  -0.711
C (2.34, -0.48, 0.21)  -0.549
H (-3.33, -1.73, 0.17)  0.258
H (-4.64, -0.23, 0.12)  0.263
H (0.58, 1.36, 1.19)  0.183
H (-0.19, 1.97, -0.29)  0.332
H (2.01, 0.56, -1.45)  0.256
H (2.37, 1.64, -0.26)  0.460
H (2.57, -0.82, 1.32)  0.290
H (3.24, -0.82, -0.37)  0.317
N (-2.55, 0.17, -0.16)  -0.530
N (-1.52, -0.67, 0.01)  -0.151
S (0.86, -1.79, -0.16)  -0.127

HOMO (eV): -8.42
SMILES string: C=N/N=C1\CCCS1
Gap between HOMO and LUMO (eV): 8.83

In terms of stability, A leads; the second structure lies 1.475 eV higher.

A | CH14O5S2 | ωB97M-V/def2-TZVPD

Each line ends with the Mulliken charge.
Positions of all 22 atoms, in Å:
C (1.58, -2.03, 2.08)  -0.789
S (1.82, -0.22, 2.19)  -0.026
S (2.93, -0.12, 3.96)  -0.234
H (2.39, -2.48, 2.63)  0.360
H (1.69, -2.25, 1.02)  0.272
H (0.66, -2.36, 2.55)  0.259
H (2.07, 0.67, 4.62)  0.157
H (-0.85, -4.83, 1.06)  0.321
H (-1.52, -5.20, -0.29)  0.320
O (-1.45, -5.45, 0.63)  -0.640
H (5.88, 3.47, -1.61)  0.321
H (5.80, 1.94, -1.78)  0.322
O (6.21, 2.73, -2.15)  -0.642
H (-0.44, 1.38, -1.14)  0.329
H (-0.80, 1.03, -2.56)  0.305
O (-0.26, 0.72, -1.82)  -0.639
H (-5.41, 3.68, -3.09)  0.309
H (-4.81, 3.72, -1.66)  0.308
O (-5.58, 3.46, -2.17)  -0.620
H (-3.41, 0.90, -0.07)  0.310
H (-3.10, 0.20, -1.39)  0.325
O (-3.39, 1.05, -1.03)  -0.629

HOMO (eV): -8.96
SMILES string: CSS.O.O.O.O.O
Gap between HOMO and LUMO (eV): 9.03

B | CH14O5S2 | ωB97M-V/def2-TZVPD

Each line ends with the Mulliken charge.
Positions of all 22 atoms, in Å:
C (2.26, -0.41, -0.28)  -0.650
S (2.55, 1.34, 0.22)  -0.026
S (0.89, 2.45, -0.23)  -0.147
H (2.12, -0.53, -1.36)  0.334
H (1.39, -0.69, 0.30)  0.035
H (3.10, -0.94, 0.19)  0.345
H (-0.17, 1.90, 0.29)  0.090
H (-1.09, 0.19, 2.20)  0.317
H (-1.40, 1.69, 2.01)  0.313
O (-0.68, 1.05, 2.02)  -0.630
H (-3.21, -2.07, 2.26)  0.301
H (-1.77, -2.54, 1.99)  0.326
O (-2.31, -1.75, 2.03)  -0.638
H (-2.77, -1.69, -0.50)  0.362
H (-3.39, -1.27, -1.92)  0.287
O (-3.30, -1.06, -1.01)  -0.627
H (-1.61, -0.45, -2.85)  0.247
H (-0.75, 0.05, -1.71)  0.322
O (-0.79, -0.63, -2.39)  -0.565
H (0.45, -2.62, -0.22)  0.335
H (-0.16, -3.48, -1.25)  0.307
O (-0.14, -3.38, -0.29)  -0.638

HOMO (eV): -8.29
SMILES string: CSS.O.O.O.O.O
Gap between HOMO and LUMO (eV): 8.54

In terms of stability, B leads; the second structure lies 0.146 eV higher.

A | H30O15 | ωB97M-V/def2-TZVPD

Each line ends with the Mulliken charge.
Positions of all 45 atoms, in Å:
H (1.16, -0.26, -0.04)  0.312
H (-0.17, -0.91, -0.03)  0.163
H (-3.96, -2.61, 0.15)  0.317
H (-4.46, -1.64, 1.19)  0.304
H (-2.91, 3.56, 0.18)  0.287
H (-2.68, 2.31, 0.92)  0.232
H (6.32, 0.67, 1.38)  0.290
H (4.93, 0.37, 1.89)  0.284
H (-3.83, -0.35, -0.26)  0.326
H (-3.12, -0.27, 1.08)  0.332
H (5.39, -0.85, -0.06)  0.349
H (3.92, -0.11, -0.11)  0.310
H (3.45, 4.17, -0.63)  0.271
H (1.99, 4.05, -1.00)  0.378
H (2.87, -2.22, -2.66)  0.315
H (3.90, -3.31, -2.08)  0.279
H (0.20, 3.28, -1.05)  0.288
H (0.71, 1.87, -0.34)  0.320
H (-0.77, -1.48, -1.51)  0.034
H (0.10, -1.91, -2.58)  0.358
H (-2.07, -2.69, -1.42)  0.201
H (-3.46, -2.66, -1.72)  0.344
H (-1.17, -1.40, 2.72)  0.304
H (-1.13, -0.06, 3.32)  0.317
H (-1.14, 1.67, 2.08)  0.230
H (0.25, 2.24, 2.47)  0.214
H (0.43, -3.52, 1.07)  0.287
H (1.58, -3.40, -0.04)  0.306
H (-3.43, 1.61, -1.75)  0.312
H (-3.52, 3.16, -1.96)  0.289
O (0.20, -0.09, 0.26)  -0.271
O (-3.63, -1.97, 0.77)  -0.615
O (-2.15, 3.01, 0.61)  -0.563
O (5.63, -0.01, 1.48)  -0.570
O (-2.94, -0.25, 0.07)  -0.574
O (4.41, -0.86, 0.20)  -0.662
O (2.91, 4.17, -1.40)  -0.630
O (3.31, -2.60, -1.83)  -0.588
O (0.73, 2.88, -0.37)  -0.686
O (-0.54, -1.18, -2.46)  -0.552
O (-2.83, -3.01, -1.06)  -0.596
O (-1.36, -0.91, 3.53)  -0.633
O (-0.40, 2.11, 1.75)  -0.421
O (1.15, -3.04, 0.77)  -0.580
O (-3.85, 2.45, -1.49)  -0.614

HOMO (eV): -8.74
Gap between HOMO and LUMO (eV): 8.47

B | H30O15 | ωB97M-V/def2-TZVPD

Each line ends with the Mulliken charge.
Positions of all 45 atoms, in Å:
H (0.17, -0.42, 0.72)  0.247
H (-0.98, 0.58, 0.60)  0.237
H (-4.04, -2.08, -0.35)  0.289
H (-5.12, -2.42, -1.36)  0.305
H (3.70, -2.96, -1.79)  0.323
H (3.93, -1.75, -0.91)  0.219
H (-5.82, 2.90, -0.22)  0.311
H (-4.57, 3.26, 0.65)  0.331
H (2.76, 2.06, 0.12)  0.338
H (4.32, 1.81, 0.15)  0.280
H (0.09, -1.72, -2.21)  0.306
H (0.75, -2.96, -2.81)  0.289
H (1.30, 0.85, -2.77)  0.336
H (0.45, 1.73, -1.86)  0.263
H (-4.87, 0.66, -1.09)  0.280
H (-4.82, 0.55, -2.64)  0.285
H (-4.00, -2.92, 2.20)  0.306
H (-4.30, -1.56, 1.71)  0.314
H (3.26, 2.59, 2.20)  0.274
H (2.36, 1.63, 2.85)  0.210
H (0.30, 0.99, 3.44)  0.229
H (0.75, 0.04, 2.30)  0.268
H (-0.13, -4.31, 1.62)  0.314
H (0.36, -2.90, 1.67)  0.345
H (1.73, -1.67, 1.33)  0.150
H (3.17, -1.38, 0.69)  0.232
H (0.85, 4.12, 0.19)  0.324
H (0.76, 4.75, -1.21)  0.313
H (2.88, -0.55, -2.00)  0.344
H (2.06, 0.21, -1.06)  0.305
O (-0.04, 0.51, 0.59)  -0.443
O (-4.20, -2.17, -1.29)  -0.623
O (4.40, -2.38, -1.47)  -0.603
O (-5.51, 2.99, 0.69)  -0.651
O (3.61, 2.11, -0.34)  -0.638
O (0.63, -2.41, -2.02)  -0.586
O (0.44, 1.11, -2.62)  -0.610
O (-4.88, 0.09, -1.78)  -0.516
O (-3.54, -2.16, 1.92)  -0.625
O (2.73, 1.76, 2.03)  -0.506
O (0.07, 0.54, 2.60)  -0.504
O (0.57, -3.83, 2.00)  -0.601
O (2.49, -1.11, 1.39)  -0.475
O (0.59, 4.91, -0.32)  -0.635
O (2.97, 0.14, -1.41)  -0.553

HOMO (eV): -10.05
Gap between HOMO and LUMO (eV): 9.83

C | H30O15 | ωB97M-V/def2-TZVPD

Each line ends with the Mulliken charge.
Positions of all 45 atoms, in Å:
O (16.40, -0.16, -0.53)  -0.642
H (15.85, -0.22, 0.25)  0.393
H (17.24, -0.57, -0.41)  0.265
O (16.09, 1.23, 5.42)  -0.561
H (15.65, 0.83, 6.16)  0.281
H (16.24, 2.12, 5.67)  0.226
O (17.59, 3.42, 3.76)  -0.562
H (17.54, 3.55, 2.78)  0.244
H (17.85, 4.31, 3.98)  0.293
O (12.98, 4.00, 5.42)  -0.656
H (13.42, 3.77, 4.58)  0.450
H (13.40, 4.86, 5.60)  0.273
O (15.09, 1.75, 2.95)  1.053
H (15.92, 1.53, 2.55)  -0.288
H (15.21, 1.62, 3.84)  0.163
O (15.36, 3.10, 0.25)  -0.692
H (14.86, 2.38, 0.62)  0.378
H (14.86, 3.34, -0.52)  0.255
O (14.44, -1.30, 5.53)  -0.643
H (15.27, -0.97, 5.20)  0.259
H (14.43, -1.48, 6.46)  0.321
O (12.19, 2.55, 2.77)  -0.627
H (11.58, 1.87, 3.08)  0.345
H (12.98, 2.28, 3.18)  0.010
O (13.39, 1.34, 0.44)  -0.660
H (13.06, 1.14, 1.30)  0.295
H (13.36, 0.46, 0.05)  0.305
O (14.64, -0.74, 1.99)  -0.674
H (15.36, -1.14, 2.48)  0.420
H (14.56, 0.11, 2.48)  0.126
O (12.80, 0.34, 4.52)  -0.555
H (12.52, 0.81, 5.28)  0.256
H (13.33, -0.41, 4.82)  0.372
O (17.63, 0.79, 1.87)  -0.495
H (18.51, 0.87, 1.67)  0.173
H (17.45, -0.10, 1.55)  0.206
O (16.83, -1.12, 3.74)  -0.696
H (17.20, -0.36, 3.32)  0.297
H (17.43, -1.49, 4.34)  0.286
O (14.74, 4.41, 3.29)  -0.765
H (15.48, 4.67, 3.78)  0.319
H (15.00, 3.50, 3.00)  0.224
O (17.86, 3.90, 0.99)  -0.709
H (17.05, 3.55, 0.70)  0.399
H (17.64, 4.85, 1.19)  0.338

HOMO (eV): -10.49
Gap between HOMO and LUMO (eV): 10.26

D | H30O15 | ωB97M-V/def2-TZVPD

Each line ends with the Mulliken charge.
Positions of all 45 atoms, in Å:
H (1.69, -0.96, -0.54)  0.279
H (0.06, -0.53, -0.46)  0.332
H (3.03, -0.80, 1.24)  0.339
H (3.11, -1.91, 2.38)  0.303
H (-0.49, 0.78, -1.56)  0.344
H (-2.04, 0.65, -1.46)  0.280
H (-2.06, 2.07, 2.51)  0.225
H (-1.15, 0.88, 2.03)  0.275
H (-1.71, -2.49, 2.91)  0.329
H (-0.88, -1.88, 4.09)  0.261
H (1.25, -3.07, -2.19)  0.419
H (1.19, -4.37, -2.98)  0.298
H (-3.80, -0.13, 2.99)  0.250
H (-3.02, -1.26, 2.49)  0.311
H (3.68, -2.61, -2.07)  0.270
H (2.90, -3.80, -1.68)  0.335
H (-1.98, 3.78, 0.26)  0.275
H (-0.79, 3.31, 1.13)  0.341
H (4.73, 2.61, -0.28)  0.318
H (3.70, 2.64, 0.76)  0.312
H (-1.83, -0.20, -3.42)  0.308
H (-2.21, 0.69, -4.57)  0.305
H (-3.57, -2.24, -2.74)  0.300
H (-2.33, -2.42, -1.84)  0.287
H (-2.15, 2.35, -3.89)  0.257
H (-1.47, 2.13, -2.59)  0.320
H (1.73, 2.61, 1.34)  0.361
H (2.22, 2.88, 2.84)  0.310
H (2.44, -0.09, 3.60)  0.309
H (1.62, 0.50, 2.57)  0.279
O (0.95, -0.47, -0.04)  -0.566
O (3.31, -1.76, 1.45)  -0.621
O (-1.19, 0.60, -0.93)  -0.671
O (-1.64, 1.71, 1.79)  -0.581
O (-1.38, -1.65, 3.31)  -0.574
O (0.93, -3.93, -2.16)  -0.704
O (-3.31, -0.33, 2.24)  -0.548
O (2.82, -2.84, -1.78)  -0.617
O (-1.03, 3.72, 0.25)  -0.575
O (3.77, 2.30, -0.10)  -0.584
O (-2.49, 0.44, -3.67)  -0.641
O (-2.59, -2.14, -2.65)  -0.569
O (-2.29, 2.39, -2.99)  -0.529
O (2.34, 2.31, 2.03)  -0.762
O (1.58, -0.23, 3.15)  -0.592

HOMO (eV): -9.07
Gap between HOMO and LUMO (eV): 9.34

In terms of stability, C leads; the second structure lies 4.668 eV higher.